Below is 2 unconnected molecules or ions with the total composition C7H8N3O2 in a non-equilibrium geometry, with properties calculated with ωB97M-V/def2-TZVPD.

Summary:
Kohn-Sham gap (alpha / beta)	6.3 / 6.3	eV
electronic energy	-15940.4490	eV
largest force on an atom	4.661	eV/A
charge	+1
E_HOMO (alpha / beta)	-12.9 / -12.9	eV
LUMO (alpha / beta)	-6.59 / -6.58	eV
relative energy (zero: lowest compared OMol25 entry of this formula, charge and spin)	378.4	kJ/mol

```
20
C7H8N3O2 ωB97M-V/def2-TZVPD
C -1.25934 2.14781 -0.62160
H -3.14072 2.57335 0.45562
C -2.37396 1.76561 0.12330
H -3.17227 0.11414 1.44928
H -0.57008 -2.51636 0.03903
H 0.60122 1.59461 -1.43888
O 3.04072 -1.14107 0.05343
H -1.09972 3.15271 -0.93697
N 3.90746 1.22979 0.26221
C -2.43521 0.54232 0.84476
N 0.81113 -0.94119 -0.13975
H 0.68687 -2.67409 -1.37243
H -1.29733 -1.32907 1.02008
O 4.45001 0.26670 0.36718
C -0.12446 1.23132 -0.69507
C 0.44170 -2.34980 -0.38798
H 1.13205 -2.80548 0.28983
C -1.37032 -0.35672 0.64769
C -0.23096 0.00821 -0.08684
N 2.00321 -0.51279 0.12714
```

Atom charges from the Löwdin analysis, given in e for atoms 1 to 4: -0.041, 0.146, -0.063, 0.095

Below is 16 unconnected molecules or ions with the total composition C48H122O48S13 in a non-equilibrium geometry, with properties calculated with ωB97M-V/def2-TZVPD.

Summary:
Kohn-Sham gap	11.1	eV
electronic energy	-290885.5059	eV
largest force on an atom	3.769	eV/A
E_HOMO	-10.8	eV
LUMO	0.30	eV

```
231
C48H122O48S13 ωB97M-V/def2-TZVPD
O 0.56294 -0.43986 -3.76152
H -6.25215 8.53182 0.21182
C -0.66829 -1.07947 -3.68444
C -1.20689 3.24608 4.48462
O 0.63959 -7.36744 1.70027
H -7.06986 1.27925 1.01529
H 4.05119 1.21047 -0.14258
C 3.51343 -3.77039 7.13752
H 4.89480 1.47971 -6.43347
H 6.16701 0.07465 -4.56133
O 5.27926 -0.60984 -2.09876
H 5.10392 -8.21003 -3.37101
H 0.69324 -4.87451 -1.36300
C -0.31680 -2.58020 -3.42928
O 0.47647 5.31897 1.78876
S -2.15618 -4.21266 3.17833
O 3.76283 -4.22250 -6.46840
H 0.52405 4.63451 4.53836
H 7.00059 -2.74078 2.06199
C -7.48311 2.22458 1.37248
H -3.74330 5.25014 1.91950
H -2.51931 7.78497 -0.31108
H -1.17997 -0.74177 -2.79324
H 3.20615 -2.11394 0.09517
H -4.93697 -3.49627 -2.35637
O 4.69747 -1.92684 5.78062
O -5.88418 -2.16850 -0.36685
H 1.74355 -4.61049 4.21502
H 4.47565 -2.54631 -4.36668
C -3.50575 1.06886 -6.26847
O -6.54928 4.04507 -0.27489
O -0.68517 -6.96197 -0.09019
H 3.14480 -4.73922 6.99064
S 4.34697 -3.31076 5.70542
H 2.98564 0.58392 8.38549
C -3.22945 -0.95206 4.46975
S 5.68855 -6.09430 -2.76272
C 4.15213 1.52553 -1.18755
H -4.74454 6.78829 -1.94287
O 3.75011 -1.78388 -6.93786
H -0.09192 -8.20462 3.30321
H 0.73109 -1.00124 -8.76474
O -2.33532 6.46665 -1.85306
O 6.41044 -6.55873 -1.61577
C 8.03340 0.92271 4.11258
H 8.43797 1.16507 3.13590
H 0.30604 7.00162 -0.50118
H -2.51999 -1.61498 2.64865
H -1.28334 -3.07072 -3.20711
H 2.19021 0.24147 3.35036
O 1.71859 -2.93129 -6.30736
H -1.75087 6.19070 0.08468
O -1.84612 -3.01676 4.11185
C -2.20269 -1.67227 3.67295
H 3.02540 -3.36822 -3.87129
C -8.01928 5.49199 1.85833
H -8.62971 4.93787 1.05929
O 2.07320 1.28980 -4.25462
C -5.60058 7.40288 -1.59112
O -6.69088 -2.31447 1.97418
C -3.36083 6.13469 2.46457
S 0.91061 -0.50496 5.25859
C 1.64167 -0.62130 3.71183
H -7.60428 2.19025 2.49036
H 5.25560 -2.31673 2.45453
C -0.46038 -7.97762 2.30808
C 1.37283 3.34194 0.45694
H -2.06824 -0.33238 -0.24266
O 5.37966 -4.28180 5.45709
C -4.67165 -3.97650 -1.38355
O 3.27877 -3.35145 4.57283
S -1.92611 4.97709 -2.12331
H -8.43366 2.30575 0.85426
H 5.07080 -7.16791 -4.79105
H 0.05252 -4.54658 2.41592
C 7.89646 -3.13726 -3.61581
H 2.16533 -1.90941 -8.83110
H 4.41438 0.50363 -4.26464
C 0.40036 -6.95025 0.50280
C 5.39973 1.87841 -5.53605
H 0.51549 -2.75090 -8.99584
O 0.17920 -1.70009 5.49761
H 2.08926 -2.77422 -1.10431
C 2.99546 0.62495 6.23504
H 4.73989 2.71896 -5.21295
H -4.48856 -3.12591 0.63833
C 1.11596 -1.98081 -8.49686
C 1.22641 -5.79119 -1.36274
C -1.80517 7.03209 -0.59325
H 0.95510 2.94203 4.86523
H -5.98003 8.06565 -2.38213
C 2.84710 -4.63345 3.96573
H -4.13436 4.43126 -1.09749
C -5.89110 0.66633 -2.47739
H 2.35533 -3.78825 2.09303
O -4.01289 8.71299 2.53918
O -3.54886 -0.24512 -1.99732
O 4.76482 0.10463 3.11998
H 8.54860 0.05293 4.49247
H 3.05890 -1.49038 -4.28542
H 0.10269 -3.05852 -4.26247
C 0.70615 -0.90521 -0.08504
H -1.68230 1.26867 0.47239
C 5.43944 0.88336 -4.43882
H 8.73617 -3.74677 -3.92270
O 2.17750 -0.54653 6.24213
O -4.66738 7.20196 0.63207
C 1.01701 -1.87051 -6.98819
H 0.49373 1.79688 -2.08504
H -2.32596 6.44756 2.20234
H 4.50792 2.57408 -1.16400
H 2.33847 1.49999 6.00323
H -3.35410 0.02935 4.13023
H 5.96393 -1.55920 1.06904
H -2.91303 2.99205 -1.30379
O 1.82116 -0.72831 -0.75558
C 3.67371 0.76779 7.56675
S -4.36543 0.03546 -3.15304
O 5.85379 1.53216 -3.21909
C 5.63651 -7.47450 -3.91112
H -3.98133 0.08161 -6.14644
H -5.29332 -4.86913 -1.26290
H -1.84845 3.81712 3.86077
H -7.86239 6.51872 1.63390
C -0.06351 1.97423 -2.99593
H -6.40894 -0.13642 -1.97198
O 6.74935 -0.94198 2.83473
H -3.88930 -2.16792 -0.75616
C -0.41417 7.74058 -0.80784
O -5.08556 3.24825 1.50667
O -6.82685 4.72554 2.09727
C -5.33340 8.12364 -0.26296
S -4.59180 7.43891 2.20232
H 6.69948 -7.74829 -4.13181
H 5.94143 -3.29540 -2.68527
S -6.44018 -1.43340 0.88910
C 2.71745 -1.94064 -0.85239
O -1.12585 3.51058 1.25361
H -5.33320 0.14364 2.27440
H 3.26195 1.34475 -1.78071
H 3.33431 -1.72617 -1.68471
H -4.81264 0.18655 0.56043
S 0.23554 3.91129 1.68260
H 1.38288 -0.88472 -6.62971
C 0.33574 3.59671 4.29780
H -2.88247 -0.86249 5.50645
H 7.25141 -4.19972 -1.82980
O -4.68072 -0.96028 -4.08886
H -0.22393 8.03611 -1.79692
S 0.67222 1.02764 -4.24541
H 0.69781 -6.59321 -1.81002
H 8.20997 1.86616 4.56882
H 7.48958 -2.71782 -4.49836
H -4.69977 8.99678 -0.55344
H -3.34831 2.91894 -5.09655
H -1.31759 2.23542 4.26492
H 2.34493 -1.45430 3.78332
O 0.38965 -1.82962 0.68776
H -6.39137 6.72605 -1.36988
O -2.22856 4.63250 -3.47448
O -3.38389 -3.93171 2.54594
C 5.98171 -0.01331 3.32977
H -9.70388 6.19303 3.06144
H -0.78395 -3.33397 1.49777
O -0.06553 1.23964 -5.47209
O -2.01725 -5.26959 4.13390
H -1.14958 -0.33077 1.25570
O 6.61000 -5.03444 -3.57840
O -3.55024 1.27335 -3.78046
H 1.28420 2.28028 0.40573
C 3.41729 -2.52880 -4.47115
C -3.11566 4.03187 -0.97394
H -4.18748 -1.49997 4.49891
O 0.89175 3.26557 2.90484
H -9.07655 4.49059 3.50588
O -7.46356 -0.59902 0.34928
H 3.70601 0.42613 5.42996
H -8.19855 5.90388 3.95118
H 1.14723 3.92114 -0.42455
C -3.89073 1.96656 -5.11466
H -2.39455 0.90232 -6.22338
H 2.66605 -5.58033 2.11995
H 8.35357 -2.30787 -3.06961
H 4.46920 0.01982 7.62444
S -6.36732 3.60200 1.06406
H -0.04470 -2.05286 -6.71371
O 0.27869 0.79828 5.39618
H 2.24864 -5.59133 -1.66631
O 4.38261 -5.49518 -2.66503
H 2.35667 3.69195 0.78157
H 3.25215 -5.51303 4.46218
H -1.26956 -7.29788 2.45089
C -8.84110 5.49626 3.15006
H 0.90021 -0.91857 2.98955
O -0.62559 4.77683 -1.57270
H -1.13958 1.77993 -2.90629
H -4.95080 2.18910 -4.98545
C 2.98599 -4.61185 2.48646
O -5.86202 7.17926 2.78860
H 2.71337 -3.13075 7.37308
C 6.19122 -2.01976 2.00445
H -3.36747 5.89522 3.55561
H -3.79597 1.61775 -7.18108
H -6.53319 1.19878 -3.20747
O 6.64340 0.77391 4.18095
O -0.02821 0.19491 -0.37876
H -0.78079 -8.83854 1.72083
H 6.42885 2.19271 -5.83452
S 5.58247 0.74518 -1.80858
H -2.70466 4.18892 0.01229
H -1.45831 3.41016 5.56909
H -1.27242 -1.13966 3.71119
H 0.13864 3.02954 -3.18846
H -0.37225 8.65786 -0.21578
H -5.56797 1.37585 -1.65150
H -1.25493 -1.02303 -4.59254
C -0.91484 -4.27678 1.99003
O 6.65278 1.04212 -0.92801
C -1.31449 0.22507 0.33832
H -4.22381 -1.15116 1.62303
C 6.86544 -3.85571 -2.79924
O 1.45167 -6.28102 0.02677
H 0.30304 -2.72458 -2.51580
C -4.65490 -2.84074 -0.40490
H -1.21599 -5.06191 1.27671
S 3.27434 -2.89336 -6.16754
H 4.16539 -3.68308 7.96825
C -5.08658 -0.45235 1.38996
H 4.08787 1.78786 7.71039
H -3.58121 -4.23104 -1.52650
H 4.06065 -4.60910 2.15687
```

Atom charges from the Löwdin analysis, given in e for atoms 1 to 4: -0.249, 0.130, -0.243, -0.039